73
Properties=species:S:1:pos:R:3:forces:R:3:lowdin_charge:R:1 method="wB97M-V/def2-TZVPD" orbital_gap_ha=0.1952 charge=-1 e_homo_ha=-0.1335
N -1.3742 4.0979 -3.7607 0.4 0.1 -0.2 -0.168
Ga 0.1793 3.0046 -3.3242 -0.3 -0.2 0.1 0.186
C 0.5750 3.0828 -1.3153 0.2 0.4 -0.3 -0.336
C 1.6659 4.1016 -0.8826 -0.5 -0.6 0.1 -0.367
C 1.0393 5.2883 -0.1440 0.0 -0.2 0.0 -0.589
S 1.9330 6.8643 -0.3176 0.1 0.1 0.3 0.635
H -2.0884 3.5537 -4.2322 0.0 0.2 0.4 -0.086
H -1.7652 4.5693 -2.9558 -0.2 -0.1 0.0 -0.064
H 1.4373 3.5064 -4.2227 0.1 0.0 0.0 -0.111
H -0.2169 1.4557 -3.6847 0.1 0.0 -0.1 -0.116
H 0.8458 2.0779 -0.9787 0.0 0.0 -0.1 0.003
H -0.3661 3.3284 -0.8113 0.0 -0.1 0.1 0.030
H 2.3480 3.5684 -0.2107 0.2 0.4 0.1 0.085
H 2.2576 4.4456 -1.7334 -0.1 0.0 0.0 0.055
H 0.9993 5.0658 0.9253 0.0 0.3 -0.1 0.033
H 0.0067 5.4429 -0.4582 0.1 0.0 -0.2 0.062
H 1.7939 7.0173 -1.6404 0.0 -0.1 0.0 -0.163
O 0.7482 4.2411 3.0148 0.0 0.1 0.3 0.095
C 0.7771 3.0414 3.0885 -0.2 -0.1 -0.1 -0.511
O 0.7826 2.3462 1.9393 0.2 0.1 -0.1 -0.003
C 0.9987 0.9377 1.8671 0.0 -0.2 0.0 -0.228
C -0.2829 0.1567 2.0698 -0.1 0.1 0.1 -0.056
C 0.7212 2.2940 4.3976 0.2 0.1 -0.1 0.010
H 1.7834 0.6290 2.5612 -0.1 0.0 0.1 0.110
H 1.3778 0.7652 0.8607 0.0 0.1 0.0 0.115
H -0.7008 0.3237 3.0640 0.1 0.0 0.0 0.066
H -0.0992 -0.9122 1.9476 0.0 0.0 0.0 0.072
H -1.0297 0.4724 1.3409 0.0 0.0 -0.1 0.085
H -0.3222 2.2100 4.7033 0.0 0.0 0.0 0.097
H 1.2653 2.8629 5.1465 -0.1 0.1 0.0 0.090
H 1.1686 1.3095 4.3593 -0.1 -0.1 0.0 0.036
O -2.9837 2.7755 -5.8734 -0.8 -0.3 -0.3 0.097
C -2.4079 2.8935 -6.9129 0.8 0.0 0.2 -0.504
O -3.0700 2.6143 -8.0718 -0.3 0.1 0.0 -0.015
C -2.5144 2.9009 -9.3492 0.1 0.0 -0.1 -0.259
C -1.6095 1.7873 -9.8379 0.1 -0.1 0.1 -0.072
C -0.9461 3.2635 -6.9411 -0.1 0.4 -0.3 -0.004
H -2.0072 3.8671 -9.3439 0.0 0.0 0.0 0.110
H -3.3709 2.9989 -10.0170 -0.1 0.0 0.1 0.116
H -0.7516 1.6549 -9.1793 0.0 0.1 0.0 0.068
H -1.2436 2.0049 -10.8430 0.0 0.0 0.0 0.075
H -2.1550 0.8434 -9.8585 0.0 0.0 0.0 0.078
H -0.3559 2.3612 -6.7810 0.0 0.0 0.1 0.094
H -0.7651 3.9457 -6.1083 0.0 -0.2 0.2 0.053
H -0.6216 3.7527 -7.8587 0.0 -0.1 0.0 0.067
O 2.4989 0.4385 5.9908 0.2 -0.1 0.2 0.097
C 2.4782 -0.7621 5.9543 -0.2 0.0 0.0 -0.521
O 2.4703 -1.3570 4.7503 0.2 0.1 -0.2 -0.002
C 2.5954 -2.7715 4.5572 -0.1 -0.3 0.0 -0.220
C 1.2574 -3.4711 4.6507 0.1 0.3 0.5 -0.070
C 2.3673 -1.6006 7.2060 0.4 -0.1 0.0 0.014
H 3.3402 -3.1890 5.2379 0.0 0.1 0.1 0.111
H 2.9955 -2.8829 3.5506 0.0 0.1 0.0 0.126
H 0.8201 -3.3590 5.6466 0.1 0.0 0.0 0.073
H 1.3648 -4.5300 4.4370 0.0 0.0 -0.1 0.074
H 0.5655 -3.0371 3.9396 0.0 0.0 -0.1 0.062
H 1.3181 -1.6606 7.4920 0.0 0.0 0.0 0.095
H 2.9210 -1.1000 7.9965 -0.1 0.1 0.0 0.089
H 2.7689 -2.6058 7.1055 -0.1 0.0 -0.1 0.068
O -0.0497 -4.6142 2.4051 -0.1 -0.2 -0.2 0.094
C -0.8274 -5.5062 2.2080 0.0 0.0 -0.3 -0.505
O -0.8129 -6.5678 3.0423 0.0 0.0 0.2 -0.001
C -1.8057 -7.5958 3.0104 -0.1 -0.2 -0.1 -0.240
C -1.4812 -8.6659 1.9888 0.1 0.1 -0.1 -0.065
C -1.7516 -5.5068 1.0135 -0.3 0.1 0.2 0.019
H -2.7981 -7.1686 2.8604 0.0 0.0 0.0 0.113
H -1.7978 -8.0258 4.0108 0.1 0.1 0.0 0.121
H -1.4643 -8.2623 0.9765 -0.1 0.0 0.0 0.068
H -2.2217 -9.4653 2.0279 0.0 0.0 0.0 0.081
H -0.4967 -9.0888 2.1881 0.0 0.0 0.0 0.083
H -1.2043 -5.8864 0.1516 0.0 0.0 0.0 0.099
H -2.0475 -4.4797 0.8163 0.2 0.0 -0.1 0.095
H -2.6588 -6.0906 1.1476 0.1 -0.1 -0.1 0.069